Entry from the Open Molecules 2025 dataset: the molecule C17H17N3O5S (wB97M-V/def2-TZVPD).

Structure (ORCA input):
```
! wB97M-V def2-TZVPD RIJCOSX def2/J DEFGRID3
* xyz 0 1
C -4.134 3.631 -2.204
H -4.665 2.854 -1.644
O -3.185 3.080 -3.083
C -2.160 2.358 -2.558
C -1.970 2.096 -1.212
C -0.886 1.348 -0.783
C 0.034 0.846 -1.692
C -0.153 1.106 -3.055
C -1.230 1.848 -3.495
O -1.493 2.150 -4.796
C -0.616 1.673 -5.785
H 0.396 2.072 -5.655
H -1.022 2.027 -6.731
H -0.577 0.579 -5.796
H 0.562 0.723 -3.763
C 1.164 0.061 -1.219
C 2.091 -0.601 -1.975
S 3.238 -1.416 -0.985
C 2.373 -0.795 0.417
N 1.360 -0.065 0.129
N 2.838 -1.120 1.663
C 2.215 -1.040 2.885
O 2.707 -1.574 3.848
C 0.933 -0.224 2.955
N -0.213 -1.108 3.055
C -1.284 -0.819 3.879
O -1.369 0.167 4.558
C -2.281 -1.949 3.747
C -1.666 -2.906 2.733
C -0.332 -2.292 2.365
O 0.496 -2.736 1.613
H -1.498 -3.906 3.133
H -2.265 -3.013 1.828
H -2.428 -2.405 4.727
H -3.242 -1.545 3.428
H 0.943 0.379 3.868
H 0.839 0.412 2.071
H 3.662 -1.712 1.673
H 2.171 -0.673 -3.039
H -0.753 1.151 0.268
H -2.664 2.473 -0.478
H -3.673 4.333 -1.501
H -4.841 4.167 -2.835
*
```

- orbital gap (eV) = 8.266
- LUMO (eV) = 0.553
- HOMO (eV) = -7.71
- energy above the lowest of the compared OMol25 structures with the same formula, charge and spin (eV) = 0.5659
- calculated total energy (Ha) = -1596.7093